Entry 1:
Entry from the Open Molecules 2025 dataset: an isolated ion of composition CH3BrO3P and charge -1 at a distorted geometry (wB97M-V/def2-TZVPD).

Properties
Energy above the lowest of the compared OMol25 structures with the same formula, charge and spin = 49.6 kcal per mole
Net charge = -1
Orbital gap = 7.93 eV

CARTESIAN COORDINATES (ANGSTROEM)
Br  -1.96869  0.84164  0.30264
P  -0.42714  -0.86289  0.03997
O  -1.20638  1.64277  -0.96029
O  -0.64951  -1.38511  -1.29385
O  -0.67436  -1.66826  1.24008
C  1.05585  0.25212  0.19140
H  1.22766  0.49418  1.20754
H  0.90433  1.11395  -0.50918
H  1.73824  -0.42841  -0.21830


Entry 2:
Entry from the Open Molecules 2025 dataset: C15H14CoN5OS as an isolated structure (wB97M-V/def2-TZVPD).

Properties
2S+1 = 5
Energy above the lowest of the compared OMol25 structures with the same formula, charge and spin = 0.3 kcal per mole
Orbital gap (alpha / beta) = 7.70 / 7.75 eV

CARTESIAN COORDINATES (ANGSTROEM)
Co  -1.07177  0.16441  1.70671
S  -1.81538  -1.86705  2.72935
O  -1.46629  1.43930  2.77042
N  -1.18986  -1.59246  0.22568
N  1.04890  0.12496  1.49223
N  1.29444  1.91247  -0.03586
N  -1.03313  1.51512  -0.00350
N  -1.75269  -3.81189  0.87533
C  -0.12514  3.08557  -1.54777
C  -0.91481  -1.99762  -1.01277
C  -1.38145  3.36886  -2.02572
C  -1.06322  -3.33101  -1.36231
C  -1.50208  -4.19179  -0.36731
C  1.61907  -0.80597  2.28132
C  -1.57768  -2.51202  1.14803
C  3.22355  0.93763  0.96437
C  1.82812  0.96452  0.82907
C  -2.48497  2.72110  -1.47327
C  2.97683  -0.90656  2.46653
C  0.00996  2.14891  -0.51184
C  3.79305  0.00074  1.79455
C  -0.42802  -0.97283  -1.99298
C  -2.25447  1.80877  -0.47124
H  -0.85029  -3.68000  -2.36206
H  -1.17866  -0.19661  -2.14305
H  3.83401  1.64640  0.42001
H  -3.07213  1.28317  0.00702
H  4.86807  -0.03124  1.91403
H  3.38479  -1.66751  3.11468
H  0.75030  3.57678  -1.95254
H  -1.64863  -5.24631  -0.58119
H  0.91191  -1.47579  2.76218
H  -3.49108  2.92534  -1.80760
H  0.47308  -0.49066  -1.60912
H  -1.50681  4.09152  -2.82119
H  -0.19957  -1.43205  -2.95285
H  1.99205  2.49380  -0.46735